Entry 1:
Below is C21H9CoN5O5S2 as an isolated structure, with properties calculated with ωB97M-V/def2-TZVPD.

Last column: Mulliken charge in e.
Geometry (Å):
Co  -0.9955  0.4015  -0.9493  -0.488
O  -1.8792  -0.2298  -6.7721  -0.549
C  -1.6115  -0.0801  -5.4331  1.339
C  -1.0852  1.1077  -4.9208  -0.596
C  -0.8827  1.2093  -3.5614  0.033
N  -1.1406  0.1782  -2.7356  0.333
C  -1.6757  -0.9649  -3.2166  0.364
C  -1.9284  -1.1256  -4.5616  -0.794
C  -2.0696  -1.8800  -2.0753  0.296
O  -2.5390  -2.9936  -2.2667  -0.758
O  -1.9017  -1.3107  -0.9385  -0.596
C  -0.5386  2.4483  -2.7603  0.322
O  -0.2272  3.4945  -3.3152  -0.777
O  -0.6962  2.2508  -1.5063  -0.440
H  -1.6673  0.6015  -7.2155  0.286
H  -0.8593  1.9455  -5.5644  0.405
H  -2.3826  -2.0279  -4.9395  0.533
S  1.3734  -0.3244  -0.9153  -0.233
C  2.1217  -0.4514  0.6426  0.099
C  2.5364  -1.7038  1.0844  -0.722
C  3.2915  -1.8587  2.2444  0.636
C  3.6886  -3.1268  2.6807  -0.083
N  4.0132  -4.1666  3.0596  -0.600
C  3.6678  -0.7034  2.9877  0.618
C  3.2076  0.5401  2.5779  -0.773
C  2.4217  0.6978  1.4327  0.035
S  1.8587  2.2540  1.0264  -0.152
C  4.5134  -0.8000  4.0992  -0.053
N  5.2209  -0.8470  5.0088  -0.611
H  2.2610  -2.5764  0.5051  0.507
H  3.4731  1.4185  3.1491  0.495
N  -2.8690  0.8130  5.9549  -0.742
C  -2.4187  0.8098  4.8843  0.159
C  -1.9121  0.7771  3.5919  0.521
C  -1.7901  1.9292  2.7707  -0.861
C  -1.3843  1.8035  1.4733  -0.427
N  -1.0974  0.6101  0.8920  0.515
C  -1.1058  -0.4824  1.7016  -0.169
C  -1.4896  -0.4478  3.0088  -0.979
H  -1.9988  2.9041  3.1873  0.409
H  -1.2508  2.6634  0.8309  0.606
H  -0.7852  -1.4098  1.2437  0.479
H  -1.4672  -1.3467  3.6095  0.415

The LUMO energy (alpha / beta) is 3.73 / 2.69 eV. Its total charge is -2. Its HOMO-LUMO gap (alpha / beta) is 0.1363 / 0.1947 Ha. As for the spin multiplicity: 4.



Entry 2:
Below is a 2-piece molecular cluster, C5H12N2O2 overall, with properties calculated with ωB97M-V/def2-TZVPD.

Last column: Mulliken charge in e.
Geometry (Å):
C  -1.2628  0.5144  0.7499  -0.411
C  -1.9199  -0.7800  1.1933  -1.069
C  -0.8774  0.7787  -0.9112  0.120
O  -0.8799  1.9288  -1.3227  -0.622
H  -1.3832  -0.0430  -1.4558  0.294
H  -0.3968  0.7760  1.3644  0.267
H  -1.9606  1.3445  0.8706  0.397
H  -1.2220  -1.6141  1.2577  0.284
H  -2.7338  -1.0672  0.5249  0.287
H  -2.3322  -0.6846  2.1994  0.340
C  1.1299  -0.7562  -0.1586  -0.061
N  1.6419  -0.4896  1.0791  -0.302
N  1.8242  1.3932  -1.0286  -0.706
C  1.0854  0.1861  -1.1979  -0.154
O  0.7128  -2.0373  -0.3275  -0.508
H  0.2278  -2.1160  -1.1580  0.361
H  2.3452  0.2386  1.0935  0.279
H  1.6317  -1.2703  1.7195  0.251
H  1.8869  1.8989  -1.9045  0.284
H  1.3537  2.0178  -0.3794  0.284
H  1.1293  -0.2185  -2.2080  0.386

The LUMO energy is 0.54 eV. Its HOMO-LUMO gap is 0.3010 Ha. As for the spin multiplicity: 1.



Entry 3:
Below is C28H54FIrN4O2Si2 as an isolated structure, with properties calculated with ωB97M-V/def2-TZVPD.

Last column: Mulliken charge in e.
Geometry (Å):
Ir  0.0064  -0.4923  -0.0248  1.055
C  2.5691  -3.6403  -1.7568  -1.141
Si  2.5259  -1.7708  -1.7030  0.799
C  1.4726  -1.0599  -3.0657  -1.166
C  4.2610  -1.1069  -2.0212  -1.481
N  1.9258  -1.2360  -0.1155  1.027
C  2.6918  -1.4699  1.0212  1.570
C  3.9445  -2.1073  1.0049  -1.063
C  4.6892  -2.3104  2.1556  -1.219
C  4.2270  -1.8824  3.3909  -0.615
C  3.0044  -1.2340  3.4522  -0.942
C  2.2927  -1.0530  2.2918  -0.420
F  1.1023  -0.4024  2.3879  0.129
H  3.0873  -3.9673  -2.6633  0.436
H  1.5645  -4.0580  -1.7604  0.168
H  3.1100  -4.0492  -0.9030  0.388
H  1.6079  -1.6865  -3.9526  0.447
H  1.8294  -0.0644  -3.3179  0.243
H  0.4014  -1.0250  -2.8708  0.264
H  4.3707  -0.9420  -3.0967  0.444
H  5.0526  -1.7935  -1.7162  0.460
H  4.4347  -0.1512  -1.5236  0.340
H  4.3435  -2.4474  0.0602  0.245
H  5.6468  -2.8094  2.0818  0.430
H  4.8088  -2.0383  4.2885  0.409
H  2.5934  -0.8641  4.3827  0.527
C  -5.2050  -2.8012  -0.8679  -1.227
N  -3.8527  -2.6417  -1.3493  0.143
C  -2.8542  -3.6885  -1.4154  -0.452
C  -1.5875  -2.8764  -1.6846  -0.143
O  -0.4877  -3.3646  -1.8037  -0.537
N  -1.9118  -1.5356  -1.7414  -0.078
C  -3.2186  -1.4668  -1.5303  0.448
N  -3.8913  -0.3099  -1.5377  -0.303
H  -5.3188  -3.8124  -0.4838  0.405
H  -5.9433  -2.6522  -1.6590  0.343
H  -5.4118  -2.1152  -0.0426  0.431
H  -3.0403  -4.3962  -2.2246  0.400
H  -2.7571  -4.2292  -0.4717  0.268
H  -3.3428  0.5350  -1.5338  -0.435
H  -4.8306  -0.2628  -1.1864  0.260
C  -1.4721  3.9203  1.7631  -1.849
C  -1.4478  2.4447  1.3412  2.793
C  -2.8448  2.0795  0.8240  -1.637
C  -1.2539  1.6060  2.6163  -1.807
Si  -0.1191  2.0218  -0.0262  -2.064
C  -0.7188  2.7834  -1.7323  3.274
C  -1.3438  4.1836  -1.6283  -1.993
C  0.4547  2.8783  -2.7180  -1.827
C  -1.7731  1.8942  -2.4128  -2.300
C  1.5849  2.8432  0.4654  2.919
C  1.8921  2.7182  1.9671  -1.962
C  2.7576  2.1621  -0.2578  -1.478
C  1.6374  4.3475  0.1457  -1.794
H  -2.3021  4.0795  2.4623  0.571
H  -1.6152  4.6051  0.9266  0.297
H  -0.5598  4.2155  2.2814  0.331
H  -3.5805  2.2418  1.6208  0.632
H  -2.8887  1.0219  0.5513  -0.159
H  -3.1542  2.6880  -0.0307  0.249
H  -2.0390  1.8765  3.3333  0.666
H  -0.2964  1.7803  3.1024  0.266
H  -1.3487  0.5389  2.4147  0.133
H  -0.6777  4.9244  -1.1886  0.318
H  -2.2692  4.1767  -1.0484  0.404
H  -1.6012  4.5334  -2.6357  0.538
H  1.2230  3.5837  -2.4085  0.286
H  0.0777  3.2160  -3.6899  0.602
H  0.9252  1.9112  -2.8698  0.060
H  -2.7532  2.0192  -1.9407  0.477
H  -1.5040  0.8365  -2.4150  0.494
H  -1.8973  2.2079  -3.4550  0.524
H  1.8842  1.6861  2.3199  0.065
H  1.2036  3.2925  2.5869  0.364
H  2.8962  3.1176  2.1479  0.611
H  2.8407  1.1109  0.0201  0.010
H  3.6926  2.6584  0.0278  0.597
H  2.6812  2.2097  -1.3443  0.251
H  0.8199  4.9049  0.6053  0.265
H  1.6295  4.5603  -0.9218  0.345
H  2.5732  4.7554  0.5452  0.575
C  -0.3328  -3.6393  1.5722  -0.869
C  -1.1795  -2.4655  2.0379  0.865
C  -2.5679  -2.9035  2.4840  -1.463
O  -1.3437  -1.4889  1.0262  -0.880
H  -0.2258  -4.3704  2.3761  0.479
H  0.6621  -3.3168  1.2679  -0.120
H  -0.7908  -4.1324  0.7117  0.055
H  -0.6861  -2.0005  2.8994  0.102
H  -3.0764  -3.4593  1.6902  0.178
H  -3.1720  -2.0302  2.7327  0.344
H  -2.5104  -3.5487  3.3626  0.402

The LUMO energy (alpha / beta) is 0.31 / -1.08 eV. Its HOMO-LUMO gap (alpha / beta) is 0.2536 / 0.2408 Ha. As for the spin multiplicity: 5.



Strongest force on any atom values, unit hartree/bohr, following the record order: 0.05576, 0.07262, 0.01009.
E_tot values, unit Ha, following the record order: -3634.9188, -457.6255, -2251.9728.